Record 1
ORCA calculation (the ωB97M-V functional and the def2-TZVPD basis) on a structure of composition C30H39LuN3OS at a distorted geometry.

Computed properties:
HOMO level: -1.356 eV
calculated total energy: -3039.568147 a.u.
Kohn-Sham gap: 3.893 eV
largest force on an atom: 9.07 eV/Å

Geometry as ORCA input:
```
! RIJCOSX wB97M-V def2-TZVPD def2/J DEFGRID3
* xyz -1 1
Lu 0.3189 -0.0244 1.0008
N -0.7076 -1.9709 3.1211
N 0.2300 -2.1397 -0.3196
C 1.7105 1.6967 0.4349
C 2.5776 0.5542 0.7556
C 2.3104 0.1415 2.1349
C 2.9650 -0.9619 2.8867
H 3.5158 -1.6216 2.2139
H 2.2400 -1.5632 3.4485
H 3.6781 -0.5190 3.5927
C 1.2648 1.0176 2.6984
C 0.6761 0.9123 4.0500
H 1.2493 1.5611 4.7205
H 0.7225 -0.1129 4.4260
H -0.3694 1.2360 4.0690
C 0.8957 2.0088 1.6356
C -0.1065 3.0812 1.7644
H -0.9165 2.8100 2.4477
H -0.5456 3.3437 0.7962
H 0.4063 3.9615 2.1626
C 3.5762 -0.0645 -0.1584
H 4.5576 -0.0786 0.3257
H 3.6545 0.5163 -1.0777
H 3.3215 -1.1009 -0.4307
C 1.6898 2.4692 -0.8334
H 0.6692 2.6613 -1.1926
H 2.2222 1.9416 -1.6256
H 2.1817 3.4332 -0.6646
C -1.6141 -2.4209 3.9940
H -1.8281 -1.7770 4.8492
C -2.2624 -3.6565 3.8464
H -2.9886 -3.9816 4.5953
C -1.9521 -4.4397 2.7344
H -2.4306 -5.4072 2.5804
C -1.0222 -3.9713 1.8219
H -0.7615 -4.5403 0.9274
C -0.4292 -2.7318 2.0397
C 0.5418 -2.2655 1.0736
H 1.5908 -2.4462 1.2479
C 0.2588 -0.8818 -0.9148
C -0.0386 -3.0365 -1.3885
H -0.1187 -4.1031 -1.2401
C -0.1396 -2.2935 -2.5164
H -0.3277 -2.5376 -3.5286
N 0.0279 -0.9594 -2.2074
C 0.0890 0.1874 -3.0341
C 1.3050 0.4858 -3.6636
C 1.3505 1.6109 -4.5127
H 2.2928 1.8635 -5.0063
C 0.2230 2.4132 -4.7258
C 0.2799 3.6061 -5.6560
H 0.2409 4.5543 -5.0995
H -0.5687 3.6044 -6.3502
H 1.1993 3.6022 -6.2530
C -0.9694 2.0839 -4.0677
H -1.8590 2.7007 -4.2168
C -1.0566 0.9719 -3.2103
C -2.3388 0.6616 -2.4942
H -2.7726 -0.3031 -2.8018
H -3.0940 1.4433 -2.6748
H -2.1853 0.5948 -1.4089
C 2.5414 -0.3452 -3.4467
H 2.6905 -1.0857 -4.2473
H 2.4991 -0.9021 -2.5037
H 3.4444 0.2903 -3.4277
C -2.7800 0.8682 2.8008
S -2.4262 -0.2738 1.2321
C -4.2183 -0.4921 1.3209
O -2.1359 -1.2032 0.0030
H -3.6696 0.6009 3.3114
H -2.7861 1.8872 2.4281
H -2.0325 0.5050 3.4896
H -4.7498 0.4734 1.2687
H -4.5106 -1.0362 0.4505
H -4.4961 -1.1062 2.1988
*
```

***

Record 2
ORCA calculation (the ωB97M-V functional and the def2-TZVPD basis) on the molecule C30H39N5O4S2 at a distorted geometry.

Computed properties:
HOMO level: -8.246 eV
calculated total energy: -2537.781925 a.u.
Kohn-Sham gap: 8.587 eV
largest force on an atom: 1.08 eV/Å
SMILES string: CCCCNC(=O)C1=C(N)[C@H](C(=O)Nc2ccc(C)c(S(=O)(=O)N3CCCCC3)c2)S/C1=N\c1ccc(C)cc1C

Geometry as ORCA input:
```
! RIJCOSX wB97M-V def2-TZVPD def2/J DEFGRID3
* xyz 0 1
C -3.4159 -1.6873 -3.0782
C -2.2764 -0.7042 -3.3202
C -2.7301 0.6121 -3.9555
C -3.7592 1.3832 -3.1187
N -3.3179 1.5730 -1.7603
C -2.7516 2.7008 -1.3139
O -2.6851 3.7390 -1.9738
C -2.1914 2.6243 0.0537
C -1.5681 3.7137 0.6122
N -1.5043 4.9219 0.0620
C -0.8917 3.4679 1.9344
C 0.6114 3.6997 1.6819
O 1.0214 4.8352 1.5713
N 1.3156 2.5659 1.5185
C 2.6606 2.4078 1.1697
C 3.5747 3.4558 1.1517
C 4.8925 3.2077 0.8149
C 5.3364 1.9341 0.4688
C 6.7653 1.6634 0.1391
C 4.3958 0.9096 0.4586
S 4.8795 -0.7651 0.0121
O 5.6698 -0.7327 -1.1892
O 5.4460 -1.3959 1.1686
N 3.3862 -1.4726 -0.3009
C 3.2871 -2.8829 0.0207
C 1.8210 -3.3053 -0.0164
C 1.2374 -3.0156 -1.3975
C 1.4216 -1.5372 -1.7301
C 2.8984 -1.1649 -1.6299
C 3.0854 1.1277 0.8235
S -1.3471 1.7907 2.4423
C -2.1665 1.4383 0.8533
N -2.5951 0.3030 0.5171
C -2.5885 -0.8599 1.2716
C -1.8698 -1.9427 0.7667
C -1.8503 -3.1482 1.4335
C -2.5699 -3.3124 2.6118
C -2.5585 -4.6277 3.3299
C -3.3123 -2.2414 3.0844
C -3.3425 -1.0124 2.4403
C -4.1882 0.0977 2.9880
H -3.0223 -2.6391 -2.7287
H -4.1040 -1.3152 -2.3237
H -3.9702 -1.8631 -3.9977
H -1.5443 -1.1668 -3.9867
H -1.7708 -0.4954 -2.3751
H -1.8546 1.2484 -4.1004
H -3.1681 0.4143 -4.9355
H -4.7127 0.8493 -3.1040
H -3.9136 2.3730 -3.5552
H -3.2671 0.7646 -1.1454
H -0.8417 5.5955 0.4148
H -1.8708 4.9597 -0.8941
H -1.2249 4.1818 2.6911
H 0.7956 1.6996 1.6405
H 3.2520 4.4516 1.4075
H 5.5982 4.0248 0.8242
H 7.3742 2.5519 0.2859
H 7.1396 0.8561 0.7668
H 6.8552 1.3264 -0.8920
H 3.7202 -3.0125 1.0128
H 3.8664 -3.4852 -0.6953
H 1.7475 -4.3685 0.2152
H 1.2654 -2.7483 0.7401
H 0.1789 -3.2805 -1.4249
H 1.7549 -3.6210 -2.1450
H 1.0607 -1.3203 -2.7364
H 0.8527 -0.9296 -1.0230
H 3.0483 -0.0957 -1.7949
H 3.4800 -1.7090 -2.3875
H 2.4012 0.2940 0.8353
H -1.3157 -1.8120 -0.1508
H -1.2749 -3.9722 1.0365
H -1.5389 -4.9909 3.4474
H -3.1135 -5.3728 2.7596
H -3.0145 -4.5391 4.3126
H -3.8921 -2.3599 3.9896
H -5.0786 -0.3062 3.4649
H -4.4921 0.7843 2.2000
H -3.6314 0.6639 3.7358
*
```

***

Record 3
ORCA calculation (the ωB97M-V functional and the def2-TZVPD basis) on a structure of composition C30H39N5OTl at a distorted geometry.

Computed properties:
HOMO level (spin up / spin down): -0.250 / -0.244 eV
calculated total energy: -1687.794798 a.u.
Kohn-Sham gap (spin up / spin down): 2.881 / 2.877 eV
largest force on an atom: 5.43 eV/Å

Geometry as ORCA input:
```
! RIJCOSX wB97M-V def2-TZVPD def2/J DEFGRID3
* xyz -1 1
Tl 0.1787 -0.1111 0.3773
N -2.4791 0.7566 2.7418
N 0.5427 2.2250 1.1660
C 0.2276 -0.5530 -2.0876
C -0.8246 0.4302 -1.9807
C -1.8723 -0.0872 -1.1535
C -3.1632 0.6115 -0.7081
H -3.1216 1.6555 -1.0001
H -3.3360 0.5292 0.3659
H -3.9565 0.1096 -1.2663
C -1.5046 -1.4359 -0.7106
C -2.2806 -2.3267 0.2171
H -2.9665 -2.8875 -0.4008
H -2.8387 -1.7406 0.9295
H -1.6387 -3.0170 0.7554
C -0.1709 -1.7305 -1.3028
C 0.6238 -3.0249 -1.1185
H 0.4522 -3.4520 -0.1381
H 1.6823 -2.8418 -1.2643
H 0.2523 -3.6935 -1.8898
C -0.7799 1.8456 -2.5914
H -1.3436 1.7671 -3.5232
H 0.2400 2.1408 -2.8107
H -1.2489 2.5847 -1.9469
C 1.5457 -0.4355 -2.8714
H 2.3347 -1.0360 -2.4290
H 1.8715 0.5964 -2.9260
H 1.3123 -0.8058 -3.8689
C -2.9371 0.3178 3.9014
H -3.9960 0.0488 3.9549
C -2.1238 0.1604 5.0365
H -2.5528 -0.2242 5.9652
C -0.7811 0.4948 4.9349
H -0.1073 0.3954 5.7803
C -0.2923 0.9656 3.7218
H 0.7528 1.2219 3.5766
C -1.1987 1.0904 2.6730
C -0.8191 1.6330 1.3704
H -1.5549 2.0659 0.7158
C 1.3508 1.5160 0.2283
C 1.2358 3.3349 1.5580
H 0.8405 3.9942 2.2784
C 2.4102 3.3538 0.8725
H 3.2122 3.9864 0.8667
N 2.4617 2.2376 0.0409
C 3.4240 1.8488 -0.9207
C 3.5926 2.6761 -2.0358
C 4.5670 2.3187 -2.9881
H 4.7023 2.9524 -3.8674
C 5.3496 1.1698 -2.8358
C 6.4105 0.8150 -3.8526
H 6.4592 -0.2663 -4.0211
H 7.4063 1.1317 -3.5196
H 6.2211 1.2995 -4.8153
C 5.1527 0.3649 -1.7106
H 5.7521 -0.5364 -1.5734
C 4.1853 0.6899 -0.7378
C 3.9608 -0.2136 0.4446
H 3.7691 0.3377 1.3720
H 4.8428 -0.8577 0.6181
H 3.0992 -0.8885 0.2841
C 2.7536 3.9054 -2.2377
H 3.1296 4.7680 -1.6707
H 1.7094 3.7556 -1.9348
H 2.7467 4.2053 -3.2984
C -4.0675 -2.0585 2.7143
N -2.6242 -2.3206 3.1882
C -1.3185 -1.9848 2.9207
N -0.4043 -2.4064 3.7997
O -0.8474 -1.3375 1.9447
H -4.2345 -1.1606 2.1378
H -4.7209 -1.9616 3.5926
H -4.4396 -2.9402 2.1819
H -2.7067 -2.9392 3.9965
H 0.5773 -2.2146 3.6944
H -0.6921 -2.9420 4.6054
*
```